Entry 1:
Density functional theory data (ωB97M-V/def2-TZVPD) for a structure of composition C12H20ClI2OP2Tm.

- orbital gap (alpha / beta) (eV) = 6.1195 / 6.0511
- DFT total energy (eV) = -91632.8770
- M (Da) = 700.43
- highest occupied orbital energy (alpha / beta) (hartree) = -0.5392 / -0.5392
- multiplicity = 3
- charge = +2

Each line ends with the natural charge from an NBO analysis.
Element x y z (Å)
Tm -0.227 -0.105 -0.871  1.964
I -4.066 1.723 -3.504  0.039
I -4.347 -0.886 -3.596  0.043
Cl 2.197 -0.103 -0.923  -0.587
P 0.004 0.086 -3.864  0.677
P -0.486 0.054 1.959  0.661
O -3.749 0.412 -0.154  -0.310
C 1.193 -1.258 -4.341  -0.898
C 3.071 -0.806 3.885  -0.194
C 2.087 -0.560 2.926  -0.201
C 0.784 -0.196 3.303  -0.350
C 1.136 1.458 -4.297  -0.917
C 0.495 -0.036 4.671  -0.148
C -1.285 1.598 2.460  -0.935
C 2.763 -0.695 5.245  -0.154
C 1.480 -0.288 5.641  -0.203
C -2.635 0.337 -0.469  0.389
C -1.053 0.129 -5.346  -0.926
C -1.834 -1.098 2.405  -0.922
H -2.517 -1.193 1.553  0.214
H 1.257 -0.170 6.702  0.246
H -1.746 -0.758 -5.303  0.256
H 1.546 -1.057 -5.370  0.260
H -0.539 2.310 2.835  0.284
H 4.073 -1.102 3.582  0.241
H -1.638 1.017 -5.326  0.252
H 3.517 -0.927 5.995  0.245
H 2.035 -1.221 -3.641  0.251
H 0.681 -2.197 -4.287  0.239
H -2.386 -0.730 3.275  0.269
H 2.323 -0.643 1.862  0.214
H -2.060 1.422 3.220  0.267
H 1.480 1.341 -5.326  0.261
H -0.506 0.273 4.986  0.212
H 0.575 2.411 -4.194  0.246
H 1.980 1.448 -3.600  0.252
H -1.382 -2.073 2.635  0.273
H -0.447 0.057 -6.277  0.269
H -1.775 2.028 1.548  0.221

Entry 2:
Density functional theory data (ωB97M-V/def2-TZVPD) for an isolated molecule of C12H20F3IO3S.

- orbital gap (eV) = 9.9557
- DFT total energy (eV) = -45997.2660
- M (Da) = 428.25
- highest occupied orbital energy (hartree) = -0.3597
- multiplicity = 1
- SMILES string = CC[C@@H]1[C@@H]([C@@H](I)CC)C[C@H](CCC(F)(F)F)OS1(=O)=O

Each line ends with the natural charge from an NBO analysis.
Element x y z (Å)
I 0.609 2.611 -2.487  0.056
S 2.740 -0.668 0.881  2.216
F -3.601 -2.582 0.221  -0.330
F -2.924 -4.227 -1.164  -0.340
F -2.425 -2.117 -1.693  -0.350
O 3.288 -0.726 2.267  -0.896
O 3.878 -0.884 -0.074  -0.907
O 1.570 -1.882 0.795  -0.678
C 1.528 3.349 1.673  -0.626
C -1.877 1.394 -1.112  -0.445
C -2.543 -2.994 -0.595  0.989
C -1.163 -3.108 0.203  -0.507
C 0.441 0.583 -0.033  -0.278
C 1.894 0.966 0.496  -0.416
C 0.076 -3.156 -0.797  -0.424
C -0.371 1.783 -0.685  -0.275
C -2.950 2.012 -0.071  -0.619
C 0.632 -0.558 -1.172  -0.475
C 1.925 1.812 1.842  -0.424
C 1.121 -1.963 -0.590  0.075
H -2.943 1.345 0.844  0.205
H -1.077 -2.355 1.040  0.252
H -0.300 -0.719 -1.790  0.245
H -2.068 1.947 -2.091  0.226
H -2.059 0.283 -1.182  0.225
H 1.968 3.891 2.581  0.227
H 1.305 1.327 2.660  0.226
H -0.191 -3.166 -1.894  0.245
H -0.480 2.685 0.007  0.235
H 2.048 -2.274 -1.188  0.218
H 2.455 1.496 -0.348  0.279
H 0.654 -4.113 -0.578  0.232
H -3.985 1.946 -0.524  0.225
H 2.064 3.771 0.772  0.220
H -2.720 3.084 0.204  0.209
H 3.008 1.805 2.210  0.245
H -1.216 -4.132 0.709  0.252
H 1.475 -0.185 -1.851  0.242
H 0.417 3.556 1.702  0.208
H -0.207 0.162 0.813  0.237

Entry 3:
Density functional theory data (ωB97M-V/def2-TZVPD) for a structure of composition C12H20F3N6O5PdS2.

- orbital gap (eV) = 7.9109
- DFT total energy (eV) = -65243.2121
- M (Da) = 555.88
- highest occupied orbital energy (hartree) = -0.4163
- multiplicity = 1
- charge = +1

Each line ends with the natural charge from an NBO analysis.
Element x y z (Å)
Pd -0.823 -0.149 -0.835  0.970
S -3.029 -2.114 -1.064  2.327
S -2.946 1.816 -1.578  1.432
F -1.066 -3.788 -0.383  -0.319
F -3.053 -4.577 -0.095  -0.298
F -2.271 -3.112 1.285  -0.344
O -2.195 -2.121 -2.241  -0.962
O -2.778 -0.884 -0.246  -0.977
O -4.405 -2.468 -1.170  -0.907
O 0.262 -1.216 0.641  -0.737
O -2.995 2.153 -0.151  -0.947
N -0.071 -1.726 2.838  -0.385
N -0.995 0.195 1.857  -0.590
N 2.964 2.117 -2.213  -0.329
N 0.914 0.913 -1.373  -0.390
N -2.559 1.464 2.878  -0.740
N -1.844 0.939 -2.087  -0.988
C 0.639 2.366 -1.453  -0.272
C -0.754 -1.458 3.985  0.113
C 2.505 1.151 -3.268  -0.246
C -0.267 -0.908 1.754  0.772
C -1.598 -0.410 4.091  -0.352
C 0.712 -2.954 2.692  -0.401
C 2.034 0.682 -0.440  -0.258
C 1.892 3.127 -1.932  -0.246
C -1.726 0.424 2.939  0.479
C 3.309 1.385 -0.951  -0.246
C -2.313 -3.483 -0.015  0.697
C 1.271 0.403 -2.720  -0.269
H 1.739 1.056 0.538  0.245
H 0.405 0.539 -3.365  0.272
H 2.189 -0.388 -0.349  0.262
H 4.106 0.683 -1.190  0.236
H -0.187 2.511 -2.142  0.267
H -2.149 -0.228 5.001  0.244
H -2.717 1.872 1.962  0.449
H 3.794 2.601 -2.552  0.447
H 0.127 -3.711 2.176  0.235
H 1.468 -0.663 -2.636  0.247
H 3.338 0.484 -3.479  0.237
H 2.282 1.732 -4.161  0.239
H -0.588 -2.151 4.798  0.229
H 3.690 2.122 -0.246  0.236
H 2.283 3.812 -1.183  0.235
H -3.226 1.635 3.609  0.405
H 0.990 -3.306 3.681  0.215
H 1.606 -2.744 2.115  0.225
H 1.715 3.676 -2.854  0.239
H 0.320 2.703 -0.469  0.250